47
Properties=species:S:1:pos:R:3:lowdin_spin:R:1 method="wB97M-V/def2-TZVPD" multiplicity=4 fmax_ev_per_a=3.36 s_squared=3.7731 de_lowest_kcal_mol=2.3 gap_ha="0.19078 / 0.24902" energy_ev=-60703.645
C 2.8494 1.7830 -1.4087 0.01
C 3.1428 0.7318 -2.4963 0.01
H 2.3748 2.6573 -1.8699 0.00
H 3.8009 2.1188 -0.9603 0.00
H 2.2194 1.4236 -0.5862 0.00
H 2.2414 0.4030 -3.0243 0.00
H 3.8309 1.1468 -3.2427 0.00
H 3.6423 -0.1468 -2.0978 0.00
C -1.2038 2.1514 0.4051 0.01
C -2.3546 2.8132 0.8312 0.00
C -3.6153 2.3079 0.5030 0.00
C -3.6945 1.1306 -0.2205 0.00
H -0.1966 2.5127 0.6219 0.00
H -2.2317 3.7352 1.3983 0.00
H -4.5261 2.8243 0.8057 0.00
H -4.6406 0.6825 -0.5198 0.00
N -1.2774 0.9919 -0.3025 0.03
C -2.5184 0.4735 -0.5914 0.01
C -2.4412 -0.8142 -1.2262 0.01
N -1.1553 -1.2947 -1.3512 0.07
C -1.0053 -2.5501 -1.8334 0.01
C -3.3881 -2.8082 -2.1831 0.01
C -2.0883 -3.3217 -2.2616 0.00
H 0.0085 -2.9210 -1.9152 0.00
H -1.8822 -4.3046 -2.6670 0.00
C -3.5587 -1.5374 -1.6491 0.00
H -4.5332 -1.0569 -1.5474 0.00
H -4.2502 -3.3748 -2.5275 0.00
Co 0.2620 -0.1010 -0.6518 2.59
C 1.6544 -1.3807 -1.0717 0.06
H 1.7147 -1.5224 -2.1623 0.02
H 1.4047 -2.3381 -0.5925 0.01
H 2.6300 -1.0474 -0.6995 0.01
C -0.0182 0.2714 3.0355 0.00
C 1.2745 0.1572 2.2345 0.01
C 2.3144 1.0522 2.8819 0.00
C 1.7731 -1.2808 2.2782 0.00
O 1.0670 0.6036 0.9166 0.11
H 0.1375 -0.0233 4.0767 0.00
H -0.7925 -0.3765 2.6157 0.00
H -0.3779 1.3054 3.0282 0.00
H 2.5027 0.7273 3.9104 0.00
H 3.2535 1.0225 2.3233 0.00
H 1.9568 2.0857 2.9098 0.00
H 1.0023 -1.9703 1.9239 0.00
H 2.6625 -1.3996 1.6504 0.00
H 2.0301 -1.5423 3.3091 0.00

58
Properties=species:S:1:pos:R:3:lowdin_spin:R:1 method="wB97M-V/def2-TZVPD" charge=+1 multiplicity=4 fmax_ev_per_a=4.40 s_squared=3.7915 gap_ha="0.27602 / 0.29052" energy_ev=-70671.955
Cr 0.8374 -0.8070 1.2107 2.99
O 1.4583 -1.1942 3.3362 0.01
C 1.6267 -2.6569 3.5208 0.00
C 0.4470 -3.3907 2.8306 0.00
N 0.3691 -2.9756 1.3270 -0.03
C 1.3863 -3.6678 0.4918 0.00
C 2.7200 -2.8934 0.5508 0.00
O 3.8075 -3.5388 0.5059 0.01
O 2.6181 -1.5631 0.6236 -0.01
C -0.9902 -3.1556 0.7537 0.00
C -1.0782 -2.2827 -0.4731 0.00
O -1.6731 -2.6333 -1.4687 0.00
O -0.3853 -1.1516 -0.3531 0.00
H 2.1544 -0.7048 3.8526 0.00
H 1.7226 -2.8995 4.5525 0.00
H 2.5572 -2.9357 3.0426 0.00
H -0.5404 -3.0256 3.2147 0.00
H 0.5140 -4.4790 2.8668 0.00
H 1.0515 -3.7927 -0.5089 0.00
H 1.5585 -4.6619 0.8241 0.00
H -1.8012 -2.9053 1.4903 0.00
H -1.1124 -4.2166 0.5481 0.00
N -3.0439 -0.2315 4.9363 0.00
N -2.3932 0.0286 3.7599 0.00
N -2.9623 0.4517 2.6093 0.00
C -1.9117 0.4576 1.7635 0.01
N -0.7859 0.0570 2.3384 0.00
N -1.0860 -0.2693 3.6409 0.00
H -4.0380 -0.0360 4.8202 0.00
H -2.6298 0.2036 5.8049 0.00
H -1.9733 0.5799 0.6946 0.00
C -2.0151 0.7355 -2.6522 0.00
C -1.7106 2.2615 -2.4547 0.00
N -0.4836 2.6417 -3.2061 0.00
C -0.6945 2.7770 -4.6690 0.00
C 0.2816 2.0004 -5.4939 0.00
C 0.7058 3.1187 -2.6905 0.00
O 1.4256 3.8192 -3.3662 0.00
C 1.1105 2.7974 -1.3088 0.00
C 2.0068 3.5933 -0.5660 0.01
C 2.4057 3.2218 0.7224 0.00
C 2.1341 1.9463 1.1670 0.01
N 1.3599 1.1622 0.4143 -0.02
C 0.8393 1.5422 -0.7657 0.00
H -3.0864 0.5401 -2.3384 0.00
H -1.3851 0.0374 -2.0630 0.00
H -1.9678 0.4061 -3.7220 0.00
H -1.6310 2.5092 -1.3595 0.00
H -2.5828 2.8436 -2.9040 0.00
H -0.7352 3.8482 -4.9137 0.00
H -1.7415 2.4198 -4.9484 0.00
H 1.2245 2.5064 -5.6609 0.00
H -0.2167 1.8507 -6.4623 0.00
H 0.3622 1.0220 -5.0465 0.00
H 2.3710 4.5119 -1.0418 0.00
H 2.8837 3.8963 1.3803 0.00
H 2.5183 1.4561 2.0529 0.00
H 0.1976 0.8251 -1.2102 0.00

56
Properties=species:S:1:pos:R:3:lowdin_spin:R:1 method="wB97M-V/def2-TZVPD" charge=-1 multiplicity=2 fmax_ev_per_a=2.45 s_squared=0.7636 de_lowest_kcal_mol=94.2 gap_ha="0.22460 / 0.23774" energy_ev=-105756.288
Ta 0.0172 0.1862 -0.7538 0.83
O 1.1587 1.6432 2.9564 0.01
C -0.0799 1.2686 2.6193 0.02
O -0.6677 1.7250 1.6795 0.03
C -0.6167 0.1142 3.4491 0.00
O -0.5533 -1.0902 2.7047 0.00
C 0.7251 -1.6914 2.6257 0.00
C 1.7271 -1.0150 1.6755 0.00
O 2.9119 -1.1518 1.8769 0.00
O 1.1940 -0.3758 0.6747 0.02
H 1.5191 2.1799 2.2252 0.00
H -0.0715 0.0210 4.3945 0.00
H -1.6738 0.2886 3.6339 0.00
H 1.1913 -1.7662 3.6124 0.00
H 0.5578 -2.6969 2.2328 0.00
O -1.8357 -1.6046 -0.1877 0.02
N -1.6609 -2.8258 0.2204 0.00
C -2.4928 -3.3185 1.1606 0.00
C -2.4242 -4.6200 1.5912 0.00
C -1.4472 -5.4503 1.0424 0.00
C -0.5749 -4.9330 0.1136 0.00
C -0.6480 -3.5934 -0.3116 0.00
S 0.4353 -2.8984 -1.4136 0.03
H -3.2021 -2.5948 1.5326 0.00
H -3.1207 -4.9746 2.3372 0.00
H -1.3683 -6.4853 1.3509 0.00
H 0.2022 -5.5421 -0.3244 0.00
N -3.1071 3.3544 -1.7212 0.00
C -4.2426 2.6553 -2.0564 0.00
C -4.3044 1.6269 -1.1603 0.00
N -3.2361 1.6758 -0.3036 0.01
C -2.5312 2.7152 -0.6686 0.01
H -2.7303 4.1401 -2.2165 0.00
H -4.8890 2.9525 -2.8640 0.00
H -5.0461 0.8477 -1.0884 0.00
H -1.6108 3.0359 -0.2038 0.00
C -1.7937 -0.3506 -3.2153 0.00
O -1.0582 0.2649 -2.2072 0.02
H -2.8536 -0.0992 -3.1279 0.00
H -1.6796 -1.4344 -3.1382 0.00
H -1.4412 -0.0290 -4.2012 0.00
C 3.7550 0.2436 -1.6049 0.01
Ge 2.9504 1.9032 -0.8746 0.00
C 3.7220 3.3796 -1.9903 0.00
C 3.8183 2.1812 0.9004 0.00
C 1.0359 2.0074 -0.9800 -0.04
H 4.8469 0.2888 -1.5920 0.00
H 3.4142 0.0959 -2.6313 0.00
H 3.4333 -0.6144 -1.0131 0.00
H 4.8030 3.4682 -1.8542 0.00
H 3.2655 4.3396 -1.7395 0.00
H 3.5296 3.1818 -3.0477 0.00
H 4.8933 2.2909 0.7405 0.00
H 3.6668 1.3300 1.5632 0.00
H 3.4619 3.0963 1.3848 0.00
H 0.7259 2.6539 -1.8069 0.00

58
Properties=species:S:1:pos:R:3:lowdin_spin:R:1 method="wB97M-V/def2-TZVPD" charge=+2 multiplicity=2 fmax_ev_per_a=0.68 s_squared=0.7581 de_lowest_kcal_mol=0.0 gap_ha="0.27192 / 0.24955" energy_ev=-185255.314
Re 1.4054 -0.1774 -0.3355 0.80
C 1.2686 -4.5181 3.6482 0.00
N 2.0156 -3.7736 2.6433 0.00
C 1.5633 -2.7009 2.0147 0.00
N 0.3414 -2.2528 2.2844 0.01
S 2.6328 -1.9456 0.8875 0.00
H 1.9019 -5.3142 4.0260 0.00
H 0.3726 -4.9682 3.2175 0.00
H 1.0007 -3.8738 4.4871 0.00
H 2.9355 -4.0960 2.3865 0.00
H -0.2520 -2.7173 2.9518 0.00
H -0.0050 -1.4385 1.8001 0.00
C 2.0446 4.0838 0.8464 0.00
N 1.0445 3.6016 1.7930 0.00
C 0.0695 4.3888 2.3568 0.00
C -0.6434 3.5974 3.1881 0.00
N -0.0953 2.3392 3.1151 0.00
C -0.6036 1.1960 3.8635 0.00
C 0.9237 2.3403 2.2363 0.01
Se 2.0835 0.8597 1.8538 0.05
H 2.2209 5.1384 1.0386 0.00
H 1.6919 3.9491 -0.1749 0.00
H 2.9676 3.5341 1.0023 0.00
H -0.0144 5.4386 2.1387 0.00
H -1.4741 3.8228 3.8332 0.00
H -0.6262 1.4414 4.9228 0.00
H 0.0642 0.3545 3.7041 0.00
H -1.6075 0.9570 3.5170 0.00
I 3.7611 -0.3899 -1.7870 0.01
C 2.6402 1.3080 -1.0825 0.01
H 2.2916 1.8326 -1.9665 0.00
H 3.3080 1.8807 -0.4545 0.01
C -2.7179 -1.7910 0.1441 0.00
N -2.6948 -0.9278 -1.0340 0.00
C -3.4588 -1.1253 -2.1617 0.00
C -3.1971 -0.0980 -3.0004 0.00
N -2.2726 0.7072 -2.3767 0.00
C -1.7953 1.9812 -2.9087 0.00
C -1.9533 0.1779 -1.1874 0.01
Se -0.7489 0.9434 0.0760 0.05
H -3.6318 -2.3776 0.1186 0.00
H -2.7181 -1.1718 1.0378 0.00
H -1.8514 -2.4465 0.1370 0.00
H -4.1227 -1.9656 -2.2620 0.00
H -3.5924 0.1334 -3.9735 0.00
H -1.9545 1.9775 -3.9834 0.00
H -0.7360 2.0771 -2.6946 0.00
H -2.3528 2.8013 -2.4607 0.00
N 0.6024 -0.0599 -4.8003 0.00
C 0.5733 -0.5461 -3.5537 0.00
O 0.8007 0.2455 -2.5823 0.01
C 0.2979 -1.9409 -3.3566 0.00
C 0.2211 -2.8781 -4.4110 0.00
N 0.1252 -3.5888 -5.3112 0.00
C 0.2430 -2.1993 -2.0053 0.02
N 0.2412 -2.0054 -0.8558 0.00
H 0.4769 -0.6753 -5.5896 0.00
H 0.9889 0.8549 -4.9601 0.00

49
Properties=species:S:1:pos:R:3:lowdin_spin:R:1 method="wB97M-V/def2-TZVPD" charge=+2 multiplicity=3 fmax_ev_per_a=4.54 s_squared=2.0656 gap_ha="0.26005 / 0.25145" energy_ev=-74493.479
C 1.4447 2.1361 -4.2648 0.00
C 1.0166 1.5973 -2.9314 0.00
H 2.4675 1.8619 -4.5880 0.00
H 1.3515 3.2396 -4.1594 0.00
H 0.6688 1.8764 -5.0054 0.00
O 1.7613 1.0279 -2.1128 0.01
I -0.7509 2.3981 -2.2432 0.00
V 0.0632 -0.0367 -0.1358 1.93
P -0.3021 -1.5538 -1.8943 0.01
C -0.1510 -3.2843 -1.3074 0.00
C -2.0366 -1.4844 -2.4161 0.01
H -2.2266 -2.2154 -3.2113 0.00
H 0.4803 -2.6280 -3.9244 0.00
H -2.2902 -0.4804 -2.7656 0.00
H 0.2492 -0.8605 -4.1728 0.00
H -0.9264 -3.4679 -0.5458 0.00
H -2.6710 -1.7156 -1.5545 0.00
C 0.6114 -1.6313 -3.4770 0.00
H -0.2902 -3.9749 -2.1595 0.00
H 1.6816 -1.4610 -3.2950 0.00
H 0.8338 -3.4583 -0.8418 0.00
P 1.1840 1.9083 0.7603 -0.01
C 2.3892 1.4608 2.0017 0.00
C 2.0819 3.1409 -0.2461 -0.01
H -0.8137 3.2042 0.9215 0.00
H 0.4845 3.7598 1.9764 0.00
H -0.4484 2.3239 2.3990 0.00
C -0.0276 2.8944 1.5912 0.01
H 1.4264 3.6732 -0.9479 0.00
H 2.4941 3.8418 0.4810 0.00
H 2.8688 2.3751 2.3184 0.00
H 3.1261 0.7697 1.6074 0.00
H 2.8840 2.6469 -0.8042 0.00
H 1.8832 0.9894 2.8349 0.00
C 2.1503 -1.4873 0.4585 -0.02
O 3.2075 -1.7355 -0.0070 -0.03
C 0.9570 -1.2764 0.9295 -0.04
C -0.1588 -0.7658 1.5862 0.01
C -1.2406 -1.0288 2.4247 0.02
C -2.1360 0.0136 2.7366 0.04
C -3.0659 -0.1565 3.7453 0.00
C -3.2482 -1.3483 4.3993 0.04
C -2.4085 -2.4258 4.0419 0.00
C -1.4037 -2.3040 3.0798 0.02
H -2.1101 0.9031 2.1163 0.00
H -3.6842 0.6848 4.0772 0.00
H -4.0090 -1.4373 5.2118 0.00
H -2.5390 -3.3724 4.5636 0.00
H -0.8282 -3.1364 2.7490 0.00

48
Properties=species:S:1:pos:R:3:lowdin_charge:R:1 method="wB97M-V/def2-TZVPD" fmax_ev_per_a=0.74 de_lowest_kcal_mol=42.1 gap_ha=0.32734 energy_ev=-27173.981
C 6.4247 3.4474 -0.4382 -0.12
C 5.1658 2.8338 0.1619 -0.28
C 4.9120 1.4250 -0.3690 -0.24
C 3.6468 0.8070 0.2205 -0.23
C 3.3993 -0.6041 -0.3076 -0.22
C 2.1279 -1.2180 0.2745 -0.23
C 1.8874 -2.6290 -0.2577 -0.20
C 0.6583 -3.2994 0.3684 -0.11
C -0.6077 -2.5757 -0.0526 -0.50
O -1.1243 -2.7128 -1.1396 0.07
N -1.0914 -1.7428 0.9160 0.06
N -2.0966 -0.8107 0.7529 0.07
C -3.2595 -1.1342 0.3066 -0.23
C -3.6811 -2.5459 0.0465 -0.02
C -4.2146 -0.0492 0.0981 -0.11
C -5.3994 -0.2717 -0.6103 -0.03
C -6.3295 0.7224 -0.8107 -0.03
C -6.1057 1.9972 -0.2925 -0.32
O -6.9982 3.0053 -0.4479 0.07
C -4.9319 2.2543 0.3957 0.06
C -3.9787 1.2596 0.5831 -0.26
O -2.8637 1.5994 1.2421 0.07
H 6.5885 4.4482 -0.0455 0.07
H 6.3379 3.5133 -1.5206 0.07
H 7.2955 2.8393 -0.2022 0.07
H 4.3067 3.4667 -0.0718 0.11
H 5.2628 2.7973 1.2495 0.11
H 4.8217 1.4613 -1.4572 0.12
H 5.7692 0.7905 -0.1305 0.11
H 2.7896 1.4390 -0.0231 0.12
H 3.7347 0.7759 1.3095 0.12
H 3.3165 -0.5730 -1.3961 0.12
H 4.2541 -1.2380 -0.0593 0.12
H 2.2143 -1.2479 1.3648 0.12
H 1.2796 -0.5791 0.0186 0.11
H 1.7488 -2.5904 -1.3397 0.12
H 2.7655 -3.2457 -0.0528 0.12
H 0.5874 -4.3227 -0.0036 0.12
H 0.7517 -3.3240 1.4556 0.11
H -0.4640 -1.4754 1.6634 0.14
H -3.0984 -3.2177 0.6766 0.08
H -3.4781 -2.8165 -0.9893 0.09
H -4.7360 -2.6858 0.2640 0.08
H -5.5904 -1.2422 -1.0387 0.11
H -7.2322 0.5172 -1.3699 0.11
H -7.7595 2.6951 -0.9536 0.11
H -4.7418 3.2405 0.7853 0.13
H -2.2638 0.8163 1.2265 0.06

50
Properties=species:S:1:pos:R:3:lowdin_charge:R:1 method="wB97M-V/def2-TZVPD" fmax_ev_per_a=1.00 de_lowest_kcal_mol=38.7 gap_ha=0.31901 energy_ev=-40055.209
C 4.2947 1.5653 -1.4289 -0.06
O 3.2057 1.1783 -0.6219 -0.11
C 2.9118 -0.1369 -0.5080 -0.26
C 3.4852 -1.1541 -1.2694 0.00
C 3.0796 -2.4672 -1.1030 -0.03
C 2.1044 -2.8181 -0.1791 -0.27
C 1.6825 -4.2426 0.0089 -0.05
C 1.5490 -1.8018 0.5898 -0.02
C 1.9444 -0.4914 0.4321 -0.17
S 1.1384 0.7484 1.4586 0.69
O 0.4482 0.0382 2.4980 -0.29
O 2.0483 1.7833 1.8376 -0.26
N -0.0402 1.4229 0.4964 -0.22
C 0.3725 2.3319 -0.5433 -0.21
C -0.8193 3.1963 -0.9484 -0.16
C -1.9789 2.3056 -1.3896 -0.14
C -2.3426 1.3307 -0.2597 -0.29
N -3.5359 0.5860 -0.5961 -0.13
C -4.4229 0.2003 0.4847 -0.15
C -4.1057 -1.1831 1.0662 -0.19
O -4.1147 -2.1677 0.0526 -0.13
C -3.1807 -1.8625 -0.9594 -0.19
C -3.4491 -0.4796 -1.5759 -0.15
C -1.0832 0.5143 0.0947 -0.16
H 4.3967 2.6386 -1.2802 0.10
H 4.1032 1.3619 -2.4881 0.10
H 5.2189 1.0678 -1.1216 0.10
H 4.2464 -0.9289 -1.9995 0.11
H 3.5378 -3.2346 -1.7102 0.12
H 0.6321 -4.3004 0.2826 0.08
H 2.2626 -4.6990 0.8110 0.09
H 1.8467 -4.8197 -0.8979 0.08
H 0.8082 -2.0131 1.3452 0.12
H 1.1885 2.9274 -0.1351 0.12
H 0.7399 1.7788 -1.4227 0.13
H -1.1262 3.7985 -0.0929 0.12
H -0.5260 3.8667 -1.7576 0.11
H -2.8543 2.9067 -1.6369 0.12
H -1.6894 1.7484 -2.2829 0.11
H -2.5868 1.9312 0.6230 0.15
H -4.3899 0.9528 1.2725 0.12
H -5.4380 0.1699 0.0696 0.13
H -4.8728 -1.4841 1.7820 0.12
H -3.1281 -1.1715 1.5712 0.12
H -3.2949 -2.6418 -1.7161 0.13
H -2.1615 -1.9110 -0.5470 0.11
H -2.6796 -0.2472 -2.3110 0.12
H -4.4175 -0.5210 -2.0896 0.13
H -1.2637 -0.1405 0.9467 0.10
H -0.7623 -0.0883 -0.7716 0.13

50
Properties=species:S:1:pos:R:3:lowdin_charge:R:1 method="wB97M-V/def2-TZVPD" fmax_ev_per_a=2.62 de_lowest_kcal_mol=93.6 gap_ha=0.34497 energy_ev=-31266.120
C 1.2899 -1.1690 1.1980 -0.02
C 2.5018 -0.2150 1.0427 -0.56
C 3.6027 -0.8421 1.8637 -0.07
C 2.9117 -0.1021 -0.4169 -0.02
N 2.0901 1.1368 1.5487 -0.04
C 0.8653 1.8425 1.0702 -0.06
C -0.2832 1.7885 2.0865 -0.32
O 0.1226 2.5202 3.2410 -0.04
C -1.6136 2.3997 1.5274 -0.12
O -2.1296 1.8490 0.3218 -0.04
C -2.2104 0.4908 0.2355 -0.23
C -2.7039 -0.2892 1.2993 -0.02
C -2.5779 -1.6676 1.2328 -0.08
C -2.0849 -2.2824 0.1010 -0.06
C -1.7661 -1.5649 -1.0349 -0.17
C -1.8261 -0.1695 -0.9645 -0.08
C -1.4850 0.7170 -2.1743 -0.07
C -1.3859 -0.0330 -3.4665 -0.34
O -2.6688 -0.2841 -4.0443 -0.01
C -0.6155 -1.3465 -3.2871 -0.31
O 0.6805 -1.1726 -2.7296 -0.04
C -1.3256 -2.2872 -2.3059 -0.07
N 3.0466 1.7823 2.2860 -0.01
O 2.8469 2.9333 2.7280 -0.07
H 0.4396 -0.8424 0.5946 0.06
H 0.9938 -1.1413 2.2519 0.10
H 1.5747 -2.1726 0.9377 0.09
H 3.7300 -1.8686 1.4771 0.09
H 4.5561 -0.2985 1.7042 0.09
H 3.3887 -0.9128 2.9419 0.09
H 3.7390 0.6129 -0.5251 0.10
H 3.2180 -1.0759 -0.8159 0.10
H 2.0678 0.2280 -1.0067 0.05
H 0.5723 1.4210 0.0947 0.11
H 1.0999 2.8897 0.8672 0.14
H -0.5013 0.7287 2.3641 0.13
H 1.1094 2.6588 3.2394 0.06
H -2.3503 2.3631 2.3222 0.12
H -1.5020 3.4749 1.3490 0.14
H -3.1426 0.1477 2.2050 0.13
H -2.8486 -2.2341 2.1286 0.11
H -1.9310 -3.3542 0.0628 0.12
H -0.5309 1.2495 -1.9705 0.13
H -2.2494 1.5122 -2.2771 0.14
H -0.8169 0.6219 -4.1604 0.16
H -3.1619 0.5391 -4.1937 0.10
H -0.4440 -1.8586 -4.2552 0.16
H 0.5747 -0.9027 -1.7889 0.07
H -2.1982 -2.6849 -2.8160 0.12
H -0.6679 -3.1359 -2.0896 0.13

49
Properties=species:S:1:pos:R:3:lowdin_charge:R:1 method="wB97M-V/def2-TZVPD" fmax_ev_per_a=1.51 de_lowest_kcal_mol=29.4 gap_ha=0.30681 energy_ev=-26990.401
C -3.6410 -2.1722 -0.6296 -0.08
C -4.5522 -0.9628 -0.8311 -0.43
C -5.5859 -0.8757 0.2891 -0.08
C -3.7512 0.3379 -0.9730 -0.15
C -3.0266 0.7648 0.3069 -0.13
N -2.1612 1.8779 0.0439 -0.07
N -2.5477 3.1501 0.1501 0.04
N -1.5638 3.8806 -0.1723 -0.05
N -0.5062 3.1491 -0.4972 0.06
C -0.8698 1.8929 -0.3698 -0.31
C -0.0348 0.6867 -0.5972 -0.11
N -0.0820 -0.1648 0.5856 -0.18
C 0.6100 0.4173 1.7339 -0.14
C 2.0417 -0.1345 1.8747 -0.13
N 2.5577 -0.4571 0.5681 -0.11
C 3.7765 -0.0078 0.1014 -0.23
C 4.2614 1.2540 0.4638 -0.03
C 5.4629 1.7183 -0.0304 -0.09
C 6.2114 0.9517 -0.9082 -0.11
C 5.7354 -0.2910 -1.2861 -0.09
C 4.5379 -0.7702 -0.7904 -0.03
C 1.8779 -1.5707 -0.0494 -0.15
C 0.3856 -1.5144 0.3420 -0.16
H -2.9072 -2.2381 -1.4301 0.07
H -4.2295 -3.0865 -0.6336 0.08
H -3.1149 -2.1153 0.3200 0.07
H -5.0886 -1.1019 -1.7770 0.13
H -6.2460 -1.7393 0.2559 0.08
H -5.1034 -0.8587 1.2630 0.08
H -6.1922 0.0207 0.1838 0.08
H -4.4235 1.1444 -1.2744 0.12
H -3.0136 0.2088 -1.7695 0.11
H -2.4039 -0.0427 0.6968 0.11
H -3.7451 1.0896 1.0610 0.13
H -0.4470 0.1197 -1.4384 0.13
H 0.9762 1.0226 -0.8633 0.13
H 0.6314 1.5012 1.6115 0.12
H 0.0328 0.1860 2.6367 0.12
H 2.0296 -1.0462 2.4924 0.12
H 2.6838 0.5890 2.3717 0.11
H 3.6855 1.8895 1.1194 0.10
H 5.8123 2.6969 0.2654 0.10
H 7.1491 1.3203 -1.2948 0.10
H 6.3054 -0.9034 -1.9703 0.10
H 4.2042 -1.7519 -1.0890 0.10
H 2.2999 -2.5425 0.2574 0.13
H 1.9794 -1.4788 -1.1342 0.12
H -0.2224 -1.9636 -0.4466 0.11
H 0.2118 -2.0802 1.2613 0.12